No. 1
The following is a quantum chemistry calculation of 10 unconnected molecules or ions with the total composition C30H87O39P9 in a non-equilibrium geometry, from the Open Molecules 2025 dataset.

```
165
Properties=species:S:1:pos:R:3:forces:R:3
C 2.8791 9.0166 3.3421 0.50 0.72 0.73
O 3.2808 8.6328 2.0422 1.10 -1.67 -0.71
P 4.8133 8.2601 1.6526 -0.36 0.85 -0.55
O 4.9855 7.7092 0.2737 -0.29 0.80 2.26
O 5.5017 9.7274 1.9104 -0.19 -0.11 0.08
C 4.9863 10.9264 1.2080 0.33 -1.57 -1.15
O 5.3233 7.3203 2.8817 -0.35 1.33 -1.43
C 6.6799 6.8251 2.8952 -0.44 -0.81 0.79
H 2.5848 10.0625 3.2549 -0.52 -0.13 0.24
H 3.6833 9.0064 4.0779 0.35 -0.13 -0.21
H 2.1156 8.3632 3.7642 -0.25 0.11 -0.53
H 4.0460 10.6433 0.7349 -0.32 0.39 0.42
H 5.6331 11.1189 0.3521 0.33 -0.03 0.19
H 4.9403 11.8434 1.7955 -0.05 -0.62 0.56
H 7.1376 6.7663 1.9077 0.04 0.53 0.14
H 6.6212 5.8047 3.2740 -0.20 -0.15 -0.20
H 7.2128 7.3423 3.6931 0.32 0.47 -0.61
C -0.3524 -2.8157 9.8690 1.30 -0.04 -0.09
O -1.0229 -3.9621 9.3382 0.21 -0.65 -0.24
P -0.3836 -5.4353 9.4885 -0.50 -2.39 -3.20
O -1.0045 -6.5173 8.5713 1.63 3.48 2.61
O -0.5460 -5.6806 11.0341 0.43 0.38 -0.38
C -0.9002 -6.9729 11.4790 -0.73 -0.95 0.84
O 1.2528 -5.3156 9.2998 -2.02 -0.94 1.27
C 1.8430 -4.9750 8.0631 -0.36 1.30 -0.54
H 0.2421 -2.3579 9.0784 -0.05 0.00 -0.17
H 0.3634 -3.1393 10.6247 -0.13 0.19 0.26
H -0.9892 -2.0265 10.2685 -0.54 -0.62 -0.04
H -1.6375 -7.4519 10.8347 0.25 0.12 -0.29
H -1.3995 -6.8465 12.4396 0.25 0.08 0.09
H -0.0346 -7.6238 11.6026 0.06 0.14 -0.10
H 2.3358 -4.0410 8.3332 0.24 0.15 -0.85
H 1.0748 -4.8392 7.3019 -0.02 0.32 -0.05
H 2.5603 -5.6510 7.5977 -0.03 -0.56 0.86
C -0.8579 -1.4083 2.4567 -0.77 -0.73 0.58
O -0.0242 -1.2253 1.3193 0.83 0.23 -0.02
P 0.8391 0.1081 1.1470 -1.00 1.51 -0.16
O 0.0093 1.2828 0.7379 1.34 -1.10 1.04
O 1.9473 -0.3148 0.1191 0.88 0.17 -0.83
C 2.7633 0.7002 -0.5664 -0.41 -0.54 -0.81
O 1.7379 0.2007 2.4807 0.37 0.90 1.11
C 2.0133 1.3822 3.3156 -1.73 0.48 -0.47
H -1.9243 -1.2896 2.2643 0.09 1.13 -0.52
H -0.5297 -0.8257 3.3174 -0.07 0.05 -0.12
H -0.9263 -2.4584 2.7409 1.08 -0.22 -0.05
H 3.8430 0.5664 -0.4990 -0.09 -0.40 1.15
H 2.4899 1.7251 -0.3158 -0.19 -0.22 0.09
H 2.6407 0.5145 -1.6334 -0.63 0.27 -0.01
H 2.9988 1.8479 3.3219 0.41 -0.94 -0.76
H 1.7598 1.2154 4.3625 -0.05 -0.66 -0.15
H 1.3361 2.1684 2.9817 -0.07 0.07 -0.07
C -9.1826 -2.9784 -5.9068 -1.43 -0.15 -0.50
O -8.2584 -2.8866 -4.8688 1.46 -0.92 2.80
P -7.9725 -4.0493 -3.7124 -0.63 0.09 -0.17
O -7.8757 -5.4450 -4.1841 -0.55 1.21 0.25
O -6.5774 -3.5972 -3.0768 -0.69 0.26 -0.18
C -6.3863 -2.3550 -2.4124 -0.83 1.35 0.81
O -9.1241 -3.7846 -2.5177 2.51 0.75 -1.87
C -9.8384 -4.8559 -1.9765 -1.26 -0.72 0.94
H -9.9399 -3.7278 -5.6764 0.17 -0.38 -0.41
H -8.7023 -3.1175 -6.8754 0.15 -0.49 0.20
H -9.7629 -2.0623 -6.0171 0.27 0.36 0.39
H -6.8069 -2.3067 -1.4080 -0.07 -0.86 0.22
H -6.9483 -1.5429 -2.8736 0.32 -0.01 -0.67
H -5.3453 -2.0601 -2.2801 0.07 -0.55 -0.64
H -9.3396 -5.5639 -1.3147 1.18 -0.39 -0.98
H -10.4169 -5.3177 -2.7766 -0.01 -0.39 0.42
H -10.4772 -4.4918 -1.1718 -0.65 0.84 -0.61
C -4.5885 2.3553 6.5804 -0.20 1.64 -2.00
O -5.8850 2.2973 7.1287 -1.96 -0.93 0.58
P -7.1669 1.4440 6.5624 0.35 -0.60 2.16
O -7.1785 1.0742 5.1223 0.11 0.45 2.12
O -7.1457 0.1608 7.6575 -0.29 1.85 -3.01
C -6.6721 0.1380 8.9747 -0.68 0.26 1.70
O -8.4655 2.3086 7.1118 2.17 -1.55 0.43
C -8.7534 3.6037 6.6288 0.01 0.63 -0.90
H -4.5206 3.4096 6.3123 0.46 0.13 -0.26
H -4.5907 1.8279 5.6265 0.47 -0.37 0.20
H -3.7058 2.2003 7.2008 -0.67 -0.86 0.56
H -5.9032 -0.6162 9.1424 -0.06 -0.06 -0.43
H -7.5308 -0.0776 9.6106 -0.11 -0.62 -0.03
H -6.3493 1.0551 9.4675 0.43 0.54 -0.96
H -9.2849 4.2443 7.3325 -0.43 -0.79 0.39
H -9.3418 3.4338 5.7271 0.05 0.65 -0.09
H -7.8694 4.2156 6.4497 0.34 -0.39 -0.45
C -2.9393 10.1066 -0.3086 -0.62 0.28 0.31
O -3.7949 8.9510 -0.4542 -1.21 -0.43 0.64
P -4.9523 8.5991 0.6571 -0.73 0.06 -1.97
O -4.3908 8.0904 1.8874 0.08 0.01 0.93
O -5.8313 9.9742 0.8334 1.76 -3.27 1.12
C -6.2969 10.6311 -0.2490 -1.41 3.01 -2.92
O -5.9844 7.5022 -0.0939 1.37 3.82 1.10
C -5.6325 6.1712 0.0426 0.53 -2.36 -0.98
H -2.8827 10.4622 0.7202 -0.16 -0.17 0.13
H -3.3924 10.8933 -0.9119 0.31 0.10 -0.08
H -1.9142 9.9042 -0.6190 -0.32 -0.39 -0.26
H -7.3803 10.6691 -0.3628 -0.21 -0.50 0.57
H -5.9649 10.4158 -1.2647 0.58 -1.15 0.18
H -6.0177 11.6841 -0.2128 0.12 0.25 0.57
H -6.4504 5.5418 0.3933 -0.12 0.46 0.67
H -4.7125 5.9911 0.5988 -0.25 0.14 0.30
H -5.4711 5.7559 -0.9521 0.28 0.15 -0.27
C 9.7540 2.4943 -10.0963 0.63 -1.04 -1.03
O 8.8439 2.4695 -9.0125 -1.99 0.71 0.60
P 7.4810 3.3732 -9.1661 0.96 1.00 0.87
O 7.7964 4.8194 -9.3308 -0.89 -1.91 -0.41
O 6.6970 2.6586 -10.3888 -0.12 1.07 1.46
C 6.5139 1.2457 -10.3954 1.64 -0.95 -0.44
O 6.6456 3.0983 -7.7612 3.36 -1.70 -3.24
C 5.4526 3.7218 -7.5814 -2.49 1.89 2.25
H 9.7275 1.5452 -10.6317 -0.35 -0.40 0.14
H 10.7817 2.5184 -9.7338 -0.19 0.65 0.23
H 9.5587 3.2068 -10.8978 -0.03 0.62 0.57
H 5.4850 0.9155 -10.5378 0.16 0.42 -0.10
H 6.9942 0.6985 -9.5843 -0.54 0.52 0.90
H 7.2178 0.9163 -11.1597 -0.75 -0.27 -0.83
H 5.1392 4.5777 -8.1791 0.67 -0.21 -0.82
H 5.5546 4.1724 -6.5942 -0.30 0.14 0.25
H 4.5842 3.0702 -7.4841 0.24 -0.54 -0.41
C -2.4547 -4.9674 -8.6629 0.06 1.52 0.50
O -1.1749 -5.3869 -9.1343 2.10 -0.64 0.51
P 0.2011 -4.8680 -8.3993 -0.18 1.12 1.34
O 0.2954 -3.3693 -8.3033 -0.13 -2.31 -0.34
O 0.2418 -5.5963 -6.9198 -0.20 0.10 -2.14
C 0.5098 -4.8207 -5.7396 -0.45 0.58 -0.43
O 1.4573 -5.5894 -9.1482 -2.97 -0.19 1.87
C 1.8413 -5.1468 -10.4004 1.45 1.15 -1.66
H -3.1864 -5.7544 -8.4805 0.57 -0.38 -0.25
H -2.8539 -4.2399 -9.3697 -0.08 -0.23 -0.20
H -2.3210 -4.3927 -7.7464 -0.14 -0.14 0.23
H 0.7960 -5.4864 -4.9254 0.24 -0.04 -0.36
H -0.4127 -4.3173 -5.4503 0.02 0.07 0.09
H 1.2443 -4.0555 -5.9907 0.14 -0.14 0.41
H 1.1111 -4.7286 -11.0932 -0.77 -0.41 0.40
H 2.3584 -5.9571 -10.9143 -0.03 0.01 0.13
H 2.5220 -4.3075 -10.2577 0.37 -0.08 -0.07
C 7.3167 -2.4408 -3.2773 0.10 0.36 -4.48
O 7.0364 -2.6121 -1.9885 1.10 -0.71 5.19
P 8.1286 -3.3230 -0.9541 -0.41 -2.49 -1.29
O 9.4548 -3.6576 -1.6093 -2.99 0.93 1.66
O 7.2967 -4.6547 -0.3851 0.62 1.51 -0.84
C 5.9211 -4.6198 0.1017 0.35 0.68 0.56
O 8.1163 -2.4048 0.3432 -0.28 -0.09 -0.48
C 8.8306 -1.1668 0.2533 0.49 0.24 -0.45
H 6.7087 -3.1391 -3.8525 0.21 -0.31 -0.30
H 8.3555 -2.5212 -3.5974 0.16 -0.38 0.46
H 7.0035 -1.4728 -3.6683 -0.17 0.41 0.50
H 5.2408 -5.3369 -0.3576 0.53 0.09 -0.78
H 5.5265 -3.6060 0.0339 -0.14 -0.12 -0.18
H 5.8876 -4.9033 1.1536 0.52 0.14 0.11
H 8.4835 -0.5508 -0.5762 -0.30 -0.07 -0.07
H 9.8711 -1.4098 0.0378 0.12 0.24 0.36
H 8.6982 -0.5913 1.1694 0.07 -0.40 0.02
C -3.1504 -8.3067 0.5730 0.06 -0.39 -1.31
O -2.2952 -9.2257 1.2990 -1.63 -0.26 -0.19
C -1.1376 -8.8546 1.7523 3.14 4.94 -0.35
O -0.5657 -7.7429 1.5694 -2.13 -2.63 0.11
O -0.5642 -9.7879 2.4601 -1.22 -2.22 0.51
C 0.6402 -9.5660 3.1391 1.56 1.05 -0.67
H -2.7917 -8.1935 -0.4501 0.73 0.42 0.20
H -3.3557 -7.3297 1.0106 0.49 -0.32 0.42
H -4.0856 -8.8140 0.3362 -0.03 -0.31 0.95
H 0.5187 -9.1522 4.1402 -0.35 -0.24 -0.03
H 1.2228 -8.8520 2.5569 -0.01 0.25 0.14
H 1.2583 -10.4638 3.1327 -0.61 -0.29 0.23
```
Forces are in eV/Å.

Energy relative to the best compared isomer or geometry (same formula, charge and spin), kcal per mole: 31.9
SMILES: COP(=O)(OC)OC.COP(=O)(OC)OC.COP(=O)(OC)OC.COP(=O)(OC)OC.COP(=O)(OC)OC.COP(=O)(OC)OC.COP(=O)(OC)OC.COP(=O)(OC)OC.COP(=O)(OC)OC.COC(=O)OC
E, eV: -195985.6355
Largest force on an atom, eV/A: 5.86
Kohn-Sham gap, Eh: 0.38130

No. 2
The following is a quantum chemistry calculation of a molecular structure, C12H30O6Sr in a non-equilibrium geometry, from the Open Molecules 2025 dataset.

```
49
Properties=species:S:1:pos:R:3:forces:R:3
Sr -0.1267 -0.1139 0.1699 0.00 -0.65 -0.32
C -2.1419 1.7680 2.4377 0.03 -0.14 -0.14
O -0.8637 1.4865 1.8235 -0.29 0.55 0.71
C 0.2203 1.9251 2.6640 1.20 -0.95 -0.10
C 1.3785 2.3728 1.7930 -1.22 1.21 -0.10
O 1.7279 1.3459 0.8751 0.35 0.13 0.46
C 2.8903 1.7402 0.1560 1.03 -0.06 -0.37
H -2.2561 2.8427 2.5665 -0.04 0.02 0.01
H -2.2156 1.2626 3.4000 -0.01 0.07 0.04
H -2.9203 1.3908 1.7780 0.01 0.02 -0.04
H 0.6295 1.0735 3.2292 -0.59 0.00 0.28
H -0.1153 2.6979 3.3493 0.12 0.14 -0.03
H 2.2333 2.7003 2.3849 0.03 -0.24 0.15
H 1.0068 3.2504 1.2437 0.36 -0.06 -0.24
H 3.1795 0.9605 -0.5466 -0.35 -0.06 -0.01
H 3.7559 1.8646 0.8157 -0.28 0.03 0.20
H 2.7462 2.6800 -0.3811 -0.26 -0.05 0.01
C -1.6254 -1.7363 3.0121 -0.01 -0.28 -0.34
O -1.1953 -1.9298 1.6478 0.11 0.56 0.60
C -1.5226 -3.2203 1.1549 0.54 -0.29 -0.36
C -0.5327 -3.5233 0.0471 -0.56 -0.14 -0.19
O -0.4992 -2.4026 -0.8490 -0.02 -0.10 -0.03
C -1.0040 -2.6833 -2.1601 0.33 0.13 -0.07
H -1.2340 -0.7784 3.3366 -0.03 0.04 0.09
H -1.2262 -2.5363 3.6344 0.06 0.06 0.08
H -2.7143 -1.7573 3.0653 -0.02 0.11 0.04
H -2.5455 -3.2190 0.7734 -0.08 -0.12 0.15
H -1.3807 -3.9571 1.9487 -0.29 -0.07 -0.03
H -0.8566 -4.4106 -0.5008 0.11 -0.06 0.10
H 0.4701 -3.7008 0.4369 0.03 0.11 0.02
H -0.8928 -1.7685 -2.7417 -0.14 0.01 0.02
H -2.0503 -2.9816 -2.1204 -0.02 -0.05 -0.04
H -0.3934 -3.4487 -2.6413 -0.14 -0.13 0.04
C -1.1312 2.8603 -1.3554 -0.50 -0.05 0.34
O -0.1136 1.8634 -1.4193 0.23 -0.46 -0.10
C 0.1096 1.4089 -2.7613 -0.46 0.09 0.09
C 1.2977 0.4676 -2.8837 -0.33 0.53 0.31
O 1.3360 -0.4823 -1.8030 0.11 0.38 -0.74
C 2.3167 -1.5087 -2.0645 -0.30 -0.16 0.22
H -1.2269 3.1534 -0.3106 0.20 0.14 -0.06
H -2.1052 2.4468 -1.6454 0.13 0.06 -0.26
H -0.8857 3.7206 -1.9753 0.03 0.01 -0.02
H 0.2453 2.2992 -3.3797 0.22 -0.21 -0.25
H -0.7946 0.9009 -3.1255 -0.03 0.06 0.11
H 2.2355 1.0242 -2.8789 0.06 -0.06 -0.19
H 1.1247 -0.0384 -3.8364 0.46 -0.11 -0.03
H 3.0414 -1.1685 -2.7996 0.09 0.05 0.07
H 1.8128 -2.3985 -2.4393 0.04 0.00 -0.06
H 2.8120 -1.7431 -1.1246 0.09 -0.02 -0.03
```
Forces are in eV/Å.

Net charge: +2
Energy relative to the best compared isomer or geometry (same formula, charge and spin), kcal per mole: 0.0
E, eV: -26037.6127
Largest force on an atom, eV/A: 1.72
Kohn-Sham gap, Eh: 0.40744